# 1
An isolated ion of composition C8H14BO2 and charge -1 at a distorted geometry, computed with ωB97M-V with the def2-TZVPD basis set.

Geometry as XYZ:
```
25
Properties=species:S:1:pos:R:3:forces:R:3
C 1.76179 -2.18882 -0.90573 -1.0 -0.1 -0.8
C 0.84639 -0.92099 -1.22668 0.5 -0.6 2.1
B 0.64678 -0.01715 0.18343 -1.1 -1.7 -0.3
C 1.88575 0.26033 1.17254 -1.3 2.1 -1.6
C 3.23802 0.52730 0.64415 0.9 1.1 -2.3
O -0.55861 0.29314 0.74392 0.7 -0.4 -0.3
C -1.90290 -0.30162 0.48915 1.4 -0.8 -0.2
O -2.02544 -1.49578 0.75316 0.3 0.1 0.4
C -2.73525 0.56646 -0.10074 -1.8 1.6 0.6
C -3.12691 1.99213 -0.15372 1.0 0.3 -3.6
C -4.15211 0.95061 0.09854 -2.8 -1.4 -1.6
H 1.77114 -2.84188 -1.81006 -0.7 -0.2 0.8
H 2.75642 -1.87503 -0.99458 1.8 0.6 0.6
H 1.63250 -2.75391 0.06765 -0.2 0.7 -1.3
H 1.37897 -0.34592 -1.97741 0.2 0.2 -0.2
H -0.03125 -1.34299 -1.70062 -0.6 0.5 0.2
H 1.96935 -0.48133 1.89701 -0.3 -1.5 1.4
H 1.59254 1.17533 1.64716 -0.5 0.4 0.9
H 3.43045 -0.28363 -0.08786 0.9 0.7 0.5
H 3.36678 1.55349 0.13527 -0.6 -1.5 0.3
H 3.94748 0.63004 1.44173 0.8 -0.6 0.4
H -3.01456 2.45778 -1.21782 -0.6 -0.7 1.6
H -3.01251 2.76366 0.54159 0.5 0.8 1.6
H -4.69204 0.99374 1.07780 0.9 -0.2 -0.5
H -4.97277 0.68502 -0.71790 1.7 0.6 1.4
```
Forces are in eV/Å.

LUMO level, eV: 3.36
Kohn-Sham gap, eV: 6.167
Structure (SMILES): CCB(CC)OC([O-])=C1CC1
Total charge: -1
HOMO level, eV: -2.806

Atom charges from the Löwdin analysis, given in e for atoms 1 to 8: -0.13 -0.12 -0.38 -0.19 -0.16 0.09 -0.49 -0.01



# 2
C3H4LuO4 as an isolated structure at a distorted geometry, computed with ωB97M-V with the def2-TZVPD basis set.

Geometry as XYZ:
```
12
Properties=species:S:1:pos:R:3:forces:R:3
C -2.95117 -0.74922 0.34766 -1.1 0.5 -0.7
C -1.60172 -0.08456 0.43232 0.0 0.6 0.3
O -0.60250 -1.08505 0.40549 0.3 -0.3 0.0
C 0.68702 -0.68795 0.46494 -0.2 0.1 -0.2
O 1.54565 -1.59840 0.38036 1.3 0.2 0.2
O 0.96527 0.52706 0.56914 0.9 0.3 0.1
O -3.98980 -0.11348 0.38347 1.3 -0.9 0.1
Lu 3.57838 -0.07418 0.59120 -2.3 -0.6 -0.1
H -2.95266 -1.83702 0.12318 0.1 0.1 0.3
H -1.54848 0.50941 1.35749 0.0 -0.1 -0.3
H -1.49094 0.60687 -0.41834 -0.1 -0.2 0.2
H -5.30516 1.57086 1.14356 -0.1 0.2 0.1
```
Forces are in eV/Å.

LUMO level, eV: -0.27
Kohn-Sham gap, eV: 7.211
Spin multiplicity: 2
HOMO level, eV: -7.483
Relative energy (zero: lowest compared OMol25 entry of this formula, charge and spin), kcal/mol: 26.2

Atom charges from the Löwdin analysis, given in e for atoms 1 to 8: -0.20 -0.14 0.01 -0.85 -0.24 -0.21 -0.05 1.17



# 3
One molecule with the formula C3H6N2O, computed with ωB97M-V with the def2-TZVPD basis set.

Geometry as XYZ:
```
12
Properties=species:S:1:pos:R:3:forces:R:3
N -0.41794 -1.80387 0.27817 -0.1 0.0 -0.1
C -0.94585 -0.59429 0.02263 -0.2 0.0 0.0
O -2.11417 -0.31362 -0.06946 0.5 -0.1 0.1
N 0.10165 0.44663 -0.15992 -0.1 0.0 0.0
C -0.28957 1.52048 -0.81756 0.0 0.1 -0.1
C 1.37753 0.18495 0.24108 0.1 0.2 0.1
H 0.57643 -1.93781 0.15410 -0.1 0.0 0.0
H -1.04729 -2.58608 0.36096 0.1 0.1 0.0
H -1.20867 1.49493 -1.38296 0.1 0.0 0.2
H 0.36384 2.38185 -0.79632 -0.1 -0.2 -0.1
H 2.12281 0.86663 -0.15166 -0.1 0.0 0.1
H 1.50943 -0.23856 1.23136 -0.1 -0.1 -0.2
```
Forces are in eV/Å.

LUMO level (spin up / spin down), eV: 0.32 / 0.46
Kohn-Sham gap (spin up / spin down), eV: 7.561 / 7.816
HOMO level (spin up / spin down), eV: -7.238 / -7.360
Relative energy (zero: lowest compared OMol25 entry of this formula, charge and spin), kcal/mol: 62.6

Atom charges from the Löwdin analysis, given in e for atoms 1 to 8: 0.18 -0.52 0.09 -0.21 0.04 -0.06 0.09 0.12



# 4
One molecule with the formula C3H5ClS at a distorted geometry, computed with ωB97M-V with the def2-TZVPD basis set.

Geometry as XYZ:
```
10
Properties=species:S:1:pos:R:3:forces:R:3
C -0.94366 -1.38493 0.07502 0.3 1.0 -0.3
S -1.47977 0.29301 -0.41484 0.1 0.2 0.4
C -0.08739 1.33402 -0.07084 1.6 -1.3 -0.4
C 1.25100 1.10524 -0.04957 -1.9 -0.6 0.3
Cl 1.97554 -0.45322 -0.34582 0.5 0.4 -0.1
H -0.65953 -1.47915 1.10372 -0.6 0.1 0.8
H -0.00543 -1.44404 -0.40467 0.5 -1.0 -0.9
H -1.65014 -2.12217 -0.27831 -0.2 0.0 0.0
H -0.37748 2.34365 0.08180 -0.3 0.8 0.2
H 1.97686 1.80759 0.30351 0.1 0.5 -0.1
```
Forces are in eV/Å.

LUMO level, eV: 0.87
Kohn-Sham gap, eV: 9.334
Structure (SMILES): CS/C=C\Cl
HOMO level, eV: -8.465
Relative energy (zero: lowest compared OMol25 entry of this formula, charge and spin), kcal/mol: 8.3

Atom charges from the Löwdin analysis, given in e for atoms 1 to 8: -0.41 0.82 -0.52 -0.58 0.62 0.04 -0.09 0.04



# 5
A 13-piece molecular cluster, C19H64N8O19 overall at a distorted geometry, computed with ωB97M-V with the def2-TZVPD basis set.

Geometry as XYZ:
```
110
Properties=species:S:1:pos:R:3:forces:R:3
C -3.68317 -1.36260 4.69452 -1.8 1.3 1.6
C -2.93773 -2.50015 4.18673 1.5 0.2 0.5
O -2.85942 -2.46401 2.81034 0.1 -0.1 -2.2
O -5.07879 -1.36365 4.29061 1.1 -1.4 2.6
H -3.19143 -0.43727 4.39072 -0.1 0.2 0.0
H -3.70992 -1.42647 5.81210 0.1 0.3 -0.8
H -3.35792 -3.38779 4.56122 -0.7 -1.5 0.3
H -1.89386 -2.43239 4.58195 -0.9 -0.3 -0.2
H -3.63515 -2.01702 2.39123 0.7 -0.2 0.6
H -5.18929 -0.92598 3.49071 -0.1 1.3 -2.4
C 1.84024 3.57024 -0.60603 1.6 -1.5 1.1
C 1.34113 4.09952 0.68463 -0.4 1.3 -0.9
O -0.09003 4.17202 0.78105 0.1 0.1 0.0
O 1.75114 4.42012 -1.67394 -0.5 1.6 -1.2
H 1.41332 2.59723 -0.83657 -0.5 0.0 0.0
H 2.90254 3.33534 -0.36532 -0.3 0.2 -0.3
H 1.90061 5.03295 0.92927 -0.8 -0.4 0.0
H 1.65963 3.34429 1.32966 0.3 -1.0 1.7
H -0.41731 5.04686 0.55071 0.2 0.2 0.0
H 1.51384 3.90170 -2.43608 0.0 -0.4 -0.6
C 0.15916 -0.63911 3.67625 -0.2 -0.3 0.6
C -0.15682 -0.53082 5.17476 -0.8 -1.7 0.5
O -0.08619 0.81927 5.47621 0.3 1.2 0.6
O 0.05323 -2.00989 3.22202 0.7 1.4 0.1
H 1.19206 -0.30131 3.53077 -0.2 -0.1 -0.1
H -0.52093 0.06462 3.15033 0.3 -0.5 0.0
H 0.55897 -1.18338 5.76739 -0.6 0.7 -0.6
H -1.20728 -0.89818 5.41846 1.3 0.2 -0.5
H -0.47388 1.01557 6.34123 0.2 -0.2 -0.3
H -0.86221 -2.08791 2.96532 -0.8 -0.4 -0.4
C -4.23213 2.07154 0.48203 -1.4 -1.0 -0.2
C -5.01513 0.79804 1.03399 0.9 0.0 0.7
O -4.33502 -0.47980 1.35828 0.1 1.6 -0.5
O -3.97652 1.89858 -0.91199 0.1 0.2 0.5
H -3.28246 2.27660 0.94839 0.2 0.0 0.8
H -4.93873 2.94216 0.61271 0.6 -0.8 0.2
H -5.67746 0.53146 0.23238 -0.8 0.2 -0.2
H -5.55037 1.04796 1.97720 0.2 0.0 -0.8
H -4.03697 -0.84744 0.50278 0.1 -0.1 0.1
H -3.15159 2.39605 -1.06668 -0.1 -0.6 -0.3
C -0.64255 0.40069 0.20797 -0.8 0.3 -0.7
C 0.81080 0.04489 0.19967 0.4 -0.8 0.0
O 0.99504 -1.27617 -0.32653 -0.7 -0.2 -0.1
O -1.21643 0.05888 -1.10884 1.0 0.6 1.4
H -0.63831 1.49191 0.42672 -0.7 -0.4 -0.3
H -1.17504 -0.13798 1.02651 0.2 0.3 -0.7
H 1.16899 0.07565 1.24147 0.0 -0.2 -0.2
H 1.45195 0.73655 -0.35287 -0.3 0.0 -0.2
H 0.24122 -1.48780 -0.93090 0.5 0.6 0.7
H -2.12616 -0.29523 -1.02241 0.1 0.0 0.2
C -2.27521 3.91956 -2.49324 0.1 -1.0 -0.8
C -1.37578 4.88829 -3.19246 -0.3 1.0 0.6
O -0.84893 5.77872 -2.16946 0.9 -1.3 -0.7
O -1.51986 3.00749 -1.70332 -0.1 -0.1 0.3
H -2.85512 3.28017 -3.16071 0.1 0.1 -0.3
H -2.98888 4.41387 -1.87340 -0.5 0.8 0.4
H -1.91509 5.52737 -3.87965 -0.3 0.0 -0.2
H -0.60019 4.36726 -3.76869 0.0 0.1 0.3
H 0.01526 5.35530 -1.97835 -0.2 0.7 0.4
H -1.22065 3.46069 -0.90729 0.4 0.2 0.2
C 3.76273 -2.34696 0.31074 1.8 0.7 1.1
O 3.40692 -2.38603 -0.86430 -0.2 -0.2 0.3
N 2.93354 -2.28714 1.38338 -0.5 -0.1 -2.0
N 5.13333 -2.20796 0.57560 -0.2 -0.4 1.6
H 3.18392 -2.28979 2.32633 0.8 0.0 1.2
H 1.97199 -2.11594 1.15415 -0.2 0.0 -0.1
H 5.56023 -2.32856 1.51788 -1.1 0.2 -1.0
H 5.73527 -2.59461 -0.11558 0.2 -0.1 -0.7
C 2.24129 -2.29752 -4.15078 2.7 -1.5 -1.4
O 2.05671 -2.31251 -5.37062 -0.3 -0.3 1.3
N 1.64490 -1.47739 -3.29675 -1.8 0.9 -0.2
N 3.28755 -3.05192 -3.53173 -1.2 0.1 -1.9
H 0.72385 -1.14814 -3.56872 0.6 0.3 0.2
H 1.84482 -1.55546 -2.33388 0.1 0.1 1.1
H 3.26713 -3.12873 -2.53282 0.3 -0.2 0.1
H 3.56083 -3.85686 -4.09729 0.0 0.5 0.5
C -2.87288 -2.69918 -1.36866 -1.1 1.1 -1.1
O -3.28805 -1.57505 -0.99396 0.4 -0.9 0.3
N -2.14609 -2.76554 -2.52672 0.2 1.4 0.7
N -3.31977 -3.85465 -0.81732 -0.6 1.0 1.2
H -1.81440 -1.87243 -2.91537 -0.4 -0.9 0.4
H -1.84711 -3.60414 -2.95250 0.3 -0.8 -0.2
H -3.77331 -3.73942 0.10188 0.4 0.0 -0.9
H -2.72931 -4.64369 -0.85355 0.9 -1.2 -0.2
C 0.03714 -4.62955 -0.19981 0.2 -0.9 1.2
O -0.62125 -5.65404 -0.37300 -1.6 -0.2 0.0
N -0.19539 -3.84174 0.87395 0.1 -0.1 -0.9
N 1.07999 -4.48725 -0.99235 2.2 1.6 -1.4
H 0.24164 -2.99539 1.17489 0.1 0.1 -0.2
H -0.96410 -4.23303 1.34150 -1.0 0.1 1.2
H 1.05285 -5.14171 -1.72411 0.1 -0.9 -0.8
H 1.73400 -3.73170 -1.17224 -0.5 0.3 0.9
C 4.42613 1.56643 1.91776 -0.2 1.9 -1.2
O 4.78304 2.16678 0.65609 0.2 0.7 1.6
H 4.50267 2.32210 2.69837 0.2 0.3 -0.2
H 3.38691 1.34046 1.86312 -1.0 -0.8 0.2
H 5.02390 0.75451 2.23277 0.7 -1.2 0.0
H 4.89659 1.52912 -0.04289 0.1 -1.0 -0.4
C 0.43974 1.75536 -4.35302 0.5 -0.5 -0.5
O 0.50538 1.37178 -2.98354 1.7 0.6 -0.3
H -0.50323 1.36683 -4.69248 -0.5 0.3 -0.8
H 0.57051 2.84863 -4.63164 -0.3 -1.0 0.8
H 1.22896 1.21586 -4.94823 -0.6 0.4 0.8
H -0.34435 1.32623 -2.54408 -0.6 0.2 0.0
C 3.96438 1.22559 -2.31949 0.3 0.0 -0.8
O 4.82239 0.34939 -1.54104 -1.3 0.3 -0.6
H 3.20358 1.69340 -1.74182 -0.5 0.3 1.0
H 4.54508 2.04853 -2.75911 0.1 -0.5 0.1
H 3.37026 0.71884 -3.09496 0.7 -0.2 0.0
H 4.26589 -0.44287 -1.41758 0.6 0.0 0.1
```
Forces are in eV/Å.

LUMO level, eV: 0.22
Kohn-Sham gap, eV: 9.783
HOMO level, eV: -9.568

Atom charges from the Löwdin analysis, given in e for atoms 1 to 8: -0.23 -0.29 -0.07 -0.03 0.12 0.14 0.12 0.11



# 6
One molecule with the formula C6H9P at a distorted geometry, computed with ωB97M-V with the def2-TZVPD basis set.

Geometry as XYZ:
```
16
Properties=species:S:1:pos:R:3:forces:R:3
C 1.54523 0.55206 0.06205 2.5 -1.7 3.5
C 0.09823 -1.81732 0.32187 -1.5 -2.4 2.7
C -0.97240 1.37877 -0.34013 2.6 2.2 -2.1
C 0.21166 0.87800 0.50496 -3.4 1.1 2.3
C -0.31248 -1.21168 -0.94009 1.6 -0.8 -1.9
C 0.55601 -0.51201 0.04596 -0.3 0.6 -1.6
P -2.01283 0.02767 -1.01559 -1.2 0.0 1.9
H 1.79822 0.88285 -0.83637 1.7 1.5 -3.7
H 2.40601 0.45008 0.86320 -1.9 0.4 -1.7
H -0.59223 -1.89200 1.23594 0.5 -0.2 -1.4
H 0.75151 -2.64808 0.20829 0.6 -0.8 0.3
H -1.65498 1.86218 0.29712 -0.5 1.2 0.6
H -0.59861 2.09321 -1.21036 -1.0 -1.3 1.7
H 0.08283 1.18617 1.59162 0.2 -1.0 -1.3
H -0.17434 -1.66103 -2.00361 0.2 0.9 2.3
H -2.51899 -0.29626 0.35128 0.0 -0.1 -1.4
```
Forces are in eV/Å.

LUMO level (spin up / spin down), eV: 1.13 / -2.47
Kohn-Sham gap (spin up / spin down), eV: 5.486 / 7.197
Spin multiplicity: 3
HOMO level (spin up / spin down), eV: -4.356 / -9.665
Relative energy (zero: lowest compared OMol25 entry of this formula, charge and spin), kcal/mol: 96.1

Atom charges from the Löwdin analysis, given in e for atoms 1 to 8: -0.06 -0.15 -0.45 -0.28 -0.31 -0.43 0.86 0.06